Here is 6 unconnected molecules or ions with the total composition C11H17Cl15N2O5S from OMol25. Energies are from ωB97M-V with the def2-TZVPD basis set.

As for the orbital gap: 0.360 hartree. Its structure (SMILES) is NC[C@@H]1OS(=O)(=O)O[C@@H]1CCC(N)=O.ClC(Cl)Cl.ClC(Cl)Cl.ClC(Cl)Cl.ClC(Cl)Cl.ClC(Cl)Cl. The value obtained for the energy relative to the best compared isomer or geometry (same formula, charge and spin) is 564.6 kJ/mol. Its HOMO energy is -9.973 eV. The value obtained for the electronic energy is -8215.87187 Eh.

Geometry as ORCA input:
```
! RIJCOSX wB97M-V def2-TZVPD def2/J DEFGRID3
* xyz 0 1
Cl -6.91673 -4.62014 -2.97955
Cl -0.89159 9.27317 -2.38544
Cl 2.07613 2.51143 -2.45181
Cl 2.94448 0.55939 6.55321
Cl -4.06427 -4.65196 -2.39097
Cl 2.71890 4.12592 -4.78938
Cl 3.91600 -1.44591 -5.37012
Cl -1.63538 6.50716 -1.85649
Cl 3.52791 -2.23040 5.95279
Cl 2.36435 0.99996 -5.67633
Cl -3.67875 8.58239 -1.89709
Cl -5.76793 -2.59412 -1.23051
Cl 4.75836 -0.11320 4.37574
Cl 5.04939 1.10974 -4.55279
Cl 0.96126 5.18848 -2.72407
S 1.37153 -1.81914 -1.13725
O -0.29423 1.09645 4.08177
O 2.53885 -2.67243 -1.68930
O 1.33901 -0.36911 -1.68612
O 1.23716 -1.61909 0.58408
O -0.02982 -2.80083 -1.29902
N -3.44210 -1.65837 0.40891
N 1.75325 0.34855 2.97438
C 2.36084 4.15332 -3.05420
C 0.39412 0.02704 3.59468
C 4.17450 -0.58102 5.98196
C -2.14344 8.03641 -2.59311
C -0.95769 -2.08592 -0.36727
C -5.67784 -4.28309 -1.75838
C -2.48594 -2.66809 -0.25887
C 3.56515 0.15129 -4.68779
C -0.29049 -2.36518 2.38190
C -0.25424 -1.46969 3.75424
C -0.20468 -1.50889 0.98704
H -3.17864 -1.61916 1.41849
H 0.62084 -3.12838 2.40047
H 2.13455 1.23678 3.39131
H -1.12506 -1.07833 -0.97691
H 0.32726 -2.10440 4.57521
H -3.17201 -0.72105 -0.00952
H 3.22639 4.56704 -2.53045
H 1.55123 0.59358 1.97052
H -0.66479 -0.41931 1.05231
H -1.28509 -3.02327 2.43806
H -2.50487 -3.72141 0.25385
H 3.15134 0.01426 -3.68548
H -1.36384 -1.33064 4.16152
H -2.29003 7.87113 -3.66355
H 5.01812 -0.55404 6.67638
H -5.86351 -4.92469 -0.89321
H -2.89796 -2.77225 -1.37385
*
```

---

Here is C15H18N2O2S in the gas phase from OMol25. Energies are from ωB97M-V with the def2-TZVPD basis set.

As for the orbital gap: 0.304 hartree. Its structure (SMILES) is Cc1[nH]c2ccccc2c1SCC(=O)N1CCOCC1. The value obtained for the energy relative to the best compared isomer or geometry (same formula, charge and spin) is 70.6 kJ/mol. Its HOMO energy is -7.623 eV. The value obtained for the electronic energy is -1240.58740 Eh.

Geometry as ORCA input:
```
! RIJCOSX wB97M-V def2-TZVPD def2/J DEFGRID3
* xyz 0 1
S -0.17087 2.30340 0.72735
O -0.60443 -2.42195 2.69856
O 2.60099 -0.12039 0.01031
N 1.27903 -0.54126 1.77260
N -2.23518 -0.23977 -1.43082
C 1.03009 0.88675 -2.29650
C -0.17997 0.65812 -1.64465
C 0.35946 -0.68409 -4.01166
C -0.79306 1.14813 -0.44925
C 0.39298 -0.20299 2.86212
C 1.84584 0.28840 0.87205
C 1.55230 -1.96402 1.69752
C 1.28233 0.21232 -3.46969
C 0.23067 -2.72660 1.60376
C -1.11879 -0.23066 -2.22206
C -2.04988 0.60251 -0.36452
C -0.88555 -1.04282 2.73935
C -0.85406 -0.91451 -3.39992
C -3.14240 0.86759 0.60796
C 1.56745 1.77369 0.99463
H -1.57928 -1.59576 -3.82076
H 0.13124 0.85257 2.84454
H 2.19105 2.28597 0.26198
H -3.61590 -0.05901 0.93236
H -3.08411 -0.74377 -1.62410
H -2.74592 1.39540 1.47160
H 0.40240 -3.80315 1.63734
H 2.08976 -2.27333 2.60155
H -0.27410 -2.46473 0.66065
H 0.89222 -0.44088 3.81040
H -1.41262 -0.74687 1.82242
H 1.75546 1.57763 -1.90042
H 1.81976 2.13871 1.99122
H 2.21591 0.37835 -3.98553
H -3.90800 1.49573 0.15008
H 0.59860 -1.19793 -4.93091
H -1.53191 -0.88433 3.60382
H 2.17246 -2.14435 0.81909
*
```

---

Here is 2 unconnected molecules or ions with the total composition C4H10N2O2 from OMol25. Energies are from ωB97M-V with the def2-TZVPD basis set.

As for the orbital gap: 0.384 hartree. Its structure (SMILES) is CC(N)=O.CC(N)=O. The value obtained for the energy relative to the best compared isomer or geometry (same formula, charge and spin) is 182.3 kJ/mol. Its HOMO energy is -9.583 eV. The value obtained for the electronic energy is -418.39153 Eh.

Geometry as ORCA input:
```
! RIJCOSX wB97M-V def2-TZVPD def2/J DEFGRID3
* xyz 0 1
O 0.34125 -1.33698 -0.40303
O 2.26804 1.27083 1.23687
N 0.21710 2.13131 1.58449
N -0.32300 -3.07305 -1.52194
C -1.82550 -2.17914 0.25541
C 1.43078 2.04164 0.87469
C -0.50505 -2.15858 -0.56184
C 1.41284 2.88381 -0.42221
H 0.56230 -3.10305 -1.95637
H 0.38802 2.88716 -1.00313
H -1.50025 -2.59579 1.16111
H -1.00174 -3.84226 -1.80002
H 0.05276 1.71874 2.44948
H 1.72172 3.96655 -0.49794
H -2.64059 -2.82791 -0.12587
H -0.40385 2.98968 1.22405
H -2.20403 -1.28159 0.67366
H 2.00922 2.50862 -1.16740
*
```

---

Here is a molecular structure, C43H37Cl2N6O5ReSSi from OMol25. Energies are from ωB97M-V with the def2-TZVPD basis set.

As for the orbital gap (alpha / beta): 0.251 / 0.236 hartree. Its expectation value of S² is 0.7773. The value obtained for the energy relative to the best compared isomer or geometry (same formula, charge and spin) is 79.7 kJ/mol. Its HOMO energy (alpha / beta) is -5.246 / -5.230 eV. The value obtained for the electronic energy is -4052.03359 Eh.

Geometry as ORCA input:
```
! RIJCOSX wB97M-V def2-TZVPD def2/J DEFGRID3
* xyz -1 2
Re -0.06168 -0.31206 1.30455
Cl 4.33416 1.08534 2.95124
Cl 3.01025 3.54056 2.10476
S 0.15423 -3.76705 -0.99323
Si -0.69105 2.75187 -0.57159
O 0.37093 -3.73097 -2.41651
O 1.15341 1.25026 4.38802
O -1.18089 -4.04427 -0.52845
O 1.30316 1.11750 2.13583
O -0.67796 1.40826 0.25935
N 0.61716 -2.39552 -0.26834
N -1.74990 -1.16522 0.32143
N 2.72303 -2.27638 -1.35729
N -2.63007 -1.74970 1.00344
N 3.35978 -8.27995 1.16081
N 1.75523 -0.46921 -0.15690
C 1.72228 -1.74346 -0.62943
C 2.67636 -7.15224 0.71500
C 3.09333 -6.48186 -0.43739
C 3.02349 2.23378 3.30463
C -2.14523 -1.53244 5.07367
C 3.75548 -1.49345 -1.62008
C -1.26200 -0.85378 4.24743
C -3.28580 -1.47429 -1.56742
C 1.52425 -6.71749 1.37512
C -1.25661 5.21724 2.73934
C 3.08947 4.06355 -1.78740
C -2.07509 3.29284 -3.07859
C -1.41864 -0.41191 -3.30489
C 2.81143 0.28532 -0.40874
C -1.40956 6.47913 2.18400
C 1.15858 2.31531 -2.72072
C -3.36336 2.22942 -1.36833
C -2.42614 -1.71737 2.36100
C -1.02836 4.12125 1.91774
C 3.87080 -0.18664 -1.16288
C -4.47148 2.21804 -2.20104
C 2.34277 2.47575 -3.42547
C -4.37889 2.74024 -3.48406
C 3.31216 3.35312 -2.95873
C -3.15824 -2.33834 4.54971
C 2.34786 -5.43529 -0.94967
C -3.31253 -2.41839 3.18311
C -1.35571 -0.94225 2.85715
C 1.90092 3.89771 -1.08929
C -1.33460 6.64159 0.80655
C -2.04852 -1.04746 -1.07278
C -0.95054 4.26579 0.53289
C 0.91330 3.02360 -1.54246
C -3.17890 3.28026 -3.92156
C 1.67156 1.45563 3.30518
C 0.77929 -5.67224 0.86128
C 1.18555 -5.04493 -0.30605
C -2.62868 -0.86959 -3.79594
C 1.19631 -1.67962 2.46640
C -1.13229 -0.48483 -1.95301
C -1.10894 5.54199 -0.00783
C -2.14447 2.76074 -1.79177
C -3.56844 -1.38494 -2.91478
H -0.12853 -5.33515 1.34495
H 1.20309 -1.45878 3.53328
H -3.10402 3.69096 -4.92201
H -0.19713 -0.09625 -1.58191
H 0.40413 1.62900 -3.09271
H -4.08757 -3.01372 2.71589
H -3.43689 1.81631 -0.36708
H 2.51285 1.91378 -4.33634
H -0.90523 3.13290 2.34925
H -0.47866 -0.24886 4.69064
H -4.00580 -1.88610 -0.87915
H 2.22442 -1.58234 2.10239
H -1.31343 5.08552 3.81330
H -2.84101 -0.82042 -4.85656
H -0.67917 -0.00730 -3.98471
H 1.73631 4.45770 -0.17517
H 4.23738 3.48329 -3.50715
H 4.53882 -1.94209 -2.22600
H 4.31522 -8.36580 0.86227
H -5.24105 2.72759 -4.14041
H -5.40792 1.80018 -1.85090
H 2.64562 -4.90660 -1.84487
H -4.52728 -1.72498 -3.28621
H 3.22509 2.67041 4.27388
H 0.90065 -2.72238 2.33218
H 1.20972 -7.21853 2.28375
H 3.20305 -8.53430 2.12044
H 4.00072 -6.80287 -0.93710
H 3.84525 4.74489 -1.41440
H 4.74269 0.41733 -1.36195
H -1.14479 3.72521 -3.43238
H 2.79210 1.29284 -0.00712
H -3.81785 -2.89131 5.20648
H -1.05691 5.67673 -1.08443
H -1.45357 7.62683 0.37093
H -1.58796 7.33607 2.82271
H -2.04429 -1.44267 6.14920
*
```

---

Here is 2 unconnected molecules or ions with the total composition C3H10NO2 from OMol25. Energies are from ωB97M-V with the def2-TZVPD basis set.

As for the orbital gap: 0.272 hartree. The value obtained for the energy relative to the best compared isomer or geometry (same formula, charge and spin) is 52.8 kJ/mol. Its HOMO energy is -2.976 eV. The value obtained for the electronic energy is -325.53455 Eh.

Geometry as ORCA input:
```
! RIJCOSX wB97M-V def2-TZVPD def2/J DEFGRID3
* xyz -1 1
O 2.41588 -0.16957 1.88150
O -0.33416 0.11075 1.25232
N 0.64928 -0.05628 -1.47347
C -0.74887 0.27641 -1.18262
C -0.79547 0.88413 0.26767
C -1.60020 -1.00942 -1.08922
H -2.63206 -0.70761 -0.95196
H 1.09864 0.63689 -2.04989
H -1.94869 1.13401 0.42447
H -0.18286 1.83657 0.14644
H 1.06651 -0.11565 -0.54175
H -1.28517 -1.64603 -0.24285
H 2.38824 0.19098 2.76660
H 1.48016 -0.40708 1.69299
H -1.55671 -1.63459 -1.96300
H -1.16898 0.89811 -2.00875
*
```

---

Here is C2H2NOP in the gas phase from OMol25. Energies are from ωB97M-V with the def2-TZVPD basis set.

As for the orbital gap (alpha / beta): 0.295 / 0.295 hartree. The value obtained for the energy relative to the best compared isomer or geometry (same formula, charge and spin) is 315.5 kJ/mol. Its HOMO energy (alpha / beta) is -9.242 / -9.242 eV. The value obtained for the electronic energy is -548.60366 Eh.

Geometry as ORCA input:
```
! RIJCOSX wB97M-V def2-TZVPD def2/J DEFGRID3
* xyz 0 1
P -1.73665 0.36141 -0.07167
O -1.67554 -1.26133 -0.11624
N 1.17665 -0.57277 -0.09632
C -0.16047 0.98788 -0.09944
C 1.20050 0.66902 -0.01885
H 2.10258 1.43333 0.08555
H -0.90707 -1.61754 0.31698
*
```